# 1
Below is a cluster of 10 separate species, C84H182N10O12 in total, with properties calculated with ωB97M-V/def2-TZVPD.

Geometry (Å):
C  11.259  -6.440  -28.744
C  10.433  -5.422  -29.547
C  9.498  -6.088  -30.496
C  9.386  -4.706  -28.593
C  10.020  -3.617  -27.730
C  10.855  -2.612  -28.539
C  11.917  -3.298  -29.496
C  12.357  -2.277  -30.525
C  13.223  -3.742  -28.680
N  11.307  -4.468  -30.245
O  12.110  -5.001  -31.256
H  11.678  -5.945  -27.868
H  10.607  -7.227  -28.366
H  12.130  -6.826  -29.274
H  8.788  -6.789  -30.056
H  8.808  -5.393  -30.974
H  10.003  -6.685  -31.256
H  8.566  -4.244  -29.142
H  8.917  -5.471  -27.975
H  9.246  -3.074  -27.186
H  10.683  -4.039  -26.975
H  11.493  -2.067  -27.843
H  10.218  -1.840  -28.970
H  12.877  -1.438  -30.062
H  11.519  -1.907  -31.115
H  13.052  -2.664  -31.270
H  13.065  -4.620  -28.054
H  13.600  -3.002  -27.973
H  13.878  -4.160  -29.444
H  11.791  -4.607  -32.071
C  10.908  -0.827  -24.570
C  9.537  -0.193  -24.398
C  9.688  0.788  -23.168
C  9.271  0.566  -25.748
C  7.781  1.000  -25.814
C  6.895  -0.204  -25.699
C  7.058  -1.135  -24.455
C  6.306  -0.517  -23.183
C  6.363  -2.466  -24.713
N  8.531  -1.331  -24.228
O  8.827  -2.065  -23.097
H  10.851  -1.659  -25.272
H  11.594  -0.078  -24.964
H  11.212  -1.238  -23.607
H  9.901  0.244  -22.248
H  10.479  1.518  -23.341
H  8.765  1.363  -23.092
H  9.967  1.397  -25.860
H  9.398  -0.020  -26.658
H  7.616  1.640  -24.947
H  7.589  1.749  -26.581
H  6.975  -0.751  -26.638
H  5.836  0.049  -25.745
H  6.684  -0.975  -22.269
H  5.266  -0.831  -23.270
H  6.517  0.552  -23.203
H  6.427  -3.091  -23.822
H  6.821  -2.900  -25.602
H  5.321  -2.205  -24.895
H  9.103  -2.914  -23.450
C  14.603  -9.708  -17.971
C  13.705  -10.138  -19.204
C  13.215  -11.591  -19.048
C  12.444  -9.182  -19.043
C  12.780  -7.743  -19.501
C  13.294  -7.793  -20.944
C  14.546  -8.671  -21.195
C  14.619  -8.898  -22.776
C  15.726  -7.881  -20.528
N  14.329  -9.957  -20.553
O  15.414  -10.760  -20.625
H  15.554  -10.211  -18.147
H  14.738  -8.629  -17.895
H  14.128  -10.106  -17.074
H  12.533  -11.858  -19.855
H  13.903  -12.428  -19.173
H  12.704  -11.691  -18.091
H  11.493  -9.456  -19.501
H  12.113  -9.113  -18.007
H  11.971  -7.021  -19.389
H  13.605  -7.357  -18.902
H  13.599  -6.787  -21.232
H  12.444  -8.145  -21.527
H  14.766  -7.967  -23.323
H  13.717  -9.267  -23.266
H  15.380  -9.592  -23.133
H  15.920  -6.895  -20.949
H  16.641  -8.474  -20.550
H  15.654  -7.882  -19.441
H  15.223  -11.323  -21.379
C  18.148  -6.736  -26.310
C  17.753  -6.115  -24.888
C  17.462  -7.226  -23.884
C  19.032  -5.337  -24.408
C  19.288  -4.017  -25.192
C  17.996  -3.207  -25.058
C  16.702  -3.941  -25.604
C  15.435  -3.110  -25.219
C  16.864  -3.990  -27.148
N  16.557  -5.278  -25.029
O  15.441  -6.012  -25.522
H  17.431  -7.402  -26.790
H  18.476  -6.008  -27.052
H  19.028  -7.371  -26.210
H  16.776  -7.931  -24.352
H  18.386  -7.778  -23.715
H  17.202  -6.884  -22.882
H  18.904  -5.096  -23.353
H  19.930  -5.954  -24.425
H  20.183  -3.565  -24.765
H  19.653  -4.157  -26.209
H  18.219  -2.306  -25.629
H  17.962  -2.925  -24.006
H  14.466  -3.413  -25.613
H  15.449  -2.040  -25.429
H  15.255  -3.249  -24.153
H  17.903  -3.847  -27.446
H  16.305  -3.185  -27.624
H  16.654  -4.921  -27.675
H  14.763  -5.861  -24.860
C  5.244  -9.238  -18.272
C  6.686  -9.937  -18.414
C  7.697  -8.871  -18.058
C  6.713  -11.099  -17.362
C  7.820  -12.119  -17.595
C  7.941  -12.658  -19.078
C  7.923  -11.503  -20.134
C  9.365  -11.009  -20.194
C  7.544  -12.142  -21.478
N  6.870  -10.450  -19.762
O  6.771  -9.489  -20.793
H  4.965  -9.173  -17.220
H  5.209  -8.309  -18.841
H  4.547  -9.932  -18.740
H  7.901  -8.096  -18.798
H  7.361  -8.267  -17.215
H  8.644  -9.336  -17.784
H  6.885  -10.685  -16.369
H  5.811  -11.704  -17.450
H  8.734  -11.562  -17.388
H  7.795  -12.788  -16.735
H  7.143  -13.367  -19.298
H  8.877  -13.216  -19.083
H  9.394  -10.091  -20.780
H  10.127  -11.661  -20.620
H  9.684  -10.642  -19.218
H  8.119  -13.035  -21.724
H  7.639  -11.594  -22.415
H  6.522  -12.516  -21.424
H  6.016  -9.769  -21.316
C  9.130  -4.220  -15.732
C  10.451  -4.061  -16.462
C  11.248  -5.472  -16.431
C  10.105  -3.687  -17.989
C  9.721  -2.229  -18.192
C  10.807  -1.255  -17.633
C  11.097  -1.529  -16.141
C  12.427  -0.752  -15.766
C  9.934  -0.871  -15.344
N  11.356  -3.048  -15.933
O  11.633  -3.347  -14.592
H  9.212  -4.343  -14.652
H  8.432  -3.417  -15.972
H  8.718  -5.193  -15.998
H  10.569  -6.261  -16.755
H  12.155  -5.546  -17.030
H  11.541  -5.697  -15.406
H  10.911  -4.059  -18.620
H  9.227  -4.298  -18.199
H  9.587  -2.049  -19.258
H  8.714  -2.168  -17.780
H  10.474  -0.221  -17.720
H  11.715  -1.485  -18.191
H  13.239  -1.345  -16.187
H  12.584  -0.527  -14.711
H  12.459  0.205  -16.288
H  10.042  -1.063  -14.276
H  8.912  -1.181  -15.560
H  10.028  0.211  -15.428
H  12.576  -3.527  -14.615
C  17.287  1.389  -21.893
C  16.543  0.030  -21.784
C  15.684  -0.170  -23.065
C  17.658  -1.102  -21.670
C  17.074  -2.483  -21.349
C  16.337  -2.376  -20.030
C  15.222  -1.294  -20.025
C  14.009  -1.893  -20.694
C  14.911  -1.123  -18.485
N  15.676  -0.002  -20.533
O  14.779  1.002  -20.393
H  18.045  1.604  -21.139
H  17.641  1.616  -22.898
H  16.532  2.170  -21.804
H  16.217  -0.384  -23.991
H  15.071  -1.071  -23.080
H  15.064  0.688  -23.324
H  18.218  -1.043  -22.604
H  18.383  -0.850  -20.897
H  16.409  -2.827  -22.141
H  17.951  -3.130  -21.374
H  17.039  -2.228  -19.209
H  15.963  -3.385  -19.855
H  14.230  -2.197  -21.717
H  13.206  -1.160  -20.611
H  13.734  -2.821  -20.192
H  14.191  -0.323  -18.312
H  15.823  -0.898  -17.933
H  14.417  -2.023  -18.121
H  15.180  1.498  -19.675
C  2.949  -4.185  -21.307
C  4.081  -4.729  -20.436
C  4.366  -6.261  -20.541
C  5.293  -3.891  -20.753
C  6.467  -3.950  -19.836
C  5.924  -3.582  -18.473
C  4.763  -4.493  -17.884
C  5.490  -5.771  -17.379
C  4.170  -3.795  -16.643
N  3.729  -4.535  -18.986
O  2.577  -5.221  -18.609
H  2.887  -3.100  -21.227
H  3.092  -4.508  -22.338
H  1.991  -4.529  -20.915
H  4.178  -6.594  -21.562
H  5.360  -6.607  -20.257
H  3.732  -7.010  -20.066
H  5.541  -4.199  -21.769
H  4.902  -2.896  -20.966
H  6.895  -4.944  -19.973
H  7.184  -3.205  -20.181
H  5.614  -2.539  -18.414
H  6.823  -3.582  -17.856
H  6.060  -6.217  -18.194
H  4.604  -6.340  -17.097
H  6.115  -5.570  -16.509
H  5.038  -3.563  -16.026
H  3.510  -4.516  -16.160
H  3.502  -2.970  -16.892
H  1.863  -4.579  -18.619
C  12.550  -6.190  -24.789
O  13.134  -5.439  -23.711
C  12.357  -4.248  -23.290
C  11.340  -4.749  -22.213
N  10.000  -4.706  -22.783
C  9.056  -5.370  -21.830
C  9.227  -6.878  -21.679
O  9.434  -7.227  -23.070
C  9.531  -8.679  -23.181
H  13.133  -7.069  -25.064
H  12.450  -5.546  -25.662
H  11.525  -6.479  -24.554
H  11.979  -3.619  -24.096
H  13.078  -3.662  -22.720
H  11.357  -4.083  -21.350
H  11.713  -5.748  -21.987
H  9.932  -5.435  -23.479
H  8.078  -5.178  -22.272
H  9.128  -4.899  -20.850
H  8.436  -7.439  -21.181
H  10.147  -7.134  -21.153
H  10.349  -9.114  -22.607
H  9.791  -8.793  -24.234
H  8.625  -9.176  -22.833
C  4.363  -11.107  -27.350
O  3.154  -11.281  -26.644
C  2.182  -10.207  -26.820
C  1.052  -10.423  -25.771
N  1.658  -10.562  -24.397
C  2.014  -9.245  -23.796
C  2.949  -9.430  -22.582
O  4.357  -9.628  -22.727
C  4.848  -8.927  -23.848
H  4.858  -12.077  -27.405
H  5.112  -10.442  -26.920
H  4.193  -10.889  -28.404
H  1.799  -10.317  -27.835
H  2.694  -9.245  -26.826
H  0.451  -11.322  -25.905
H  0.317  -9.620  -25.823
H  2.410  -11.235  -24.401
H  1.121  -8.763  -23.398
H  2.454  -8.571  -24.531
H  2.595  -10.354  -22.126
H  2.725  -8.555  -21.972
H  4.651  -9.428  -24.796
H  5.920  -8.794  -23.702
H  4.520  -7.902  -24.024

**ΔE to the lowest compared entry with this formula, charge and spin**: 193.4 kJ/mol
**HOMO-LUMO gap**: 8.16 eV
**Charge**: 0
**Total energy**: -129514.2496 eV
**HOMO level**: -7.9 eV
**LUMO level**: 0.242 eV

Atomic partial charges in e from the Löwdin method, atoms 1 to 99: atom 1 (C): -0.020, atom 2 (C): -0.501, atom 3 (C): -0.074, atom 4 (C): -0.120, atom 5 (C): -0.183, atom 6 (C): -0.117, atom 7 (C): -0.432, atom 8 (C): -0.062, atom 9 (C): -0.014, atom 10 (N): -0.114, atom 11 (O): -0.012, atom 12 (H): 0.039, atom 13 (H): 0.084, atom 14 (H): 0.091, atom 15 (H): 0.086, atom 16 (H): 0.085, atom 17 (H): 0.084, atom 18 (H): 0.113, atom 19 (H): 0.117, atom 20 (H): 0.095, atom 21 (H): 0.091, atom 22 (H): 0.098, atom 23 (H): 0.111, atom 24 (H): 0.088, atom 25 (H): 0.084, atom 26 (H): 0.075, atom 27 (H): 0.044, atom 28 (H): 0.069, atom 29 (H): 0.083, atom 30 (H): 0.103, atom 31 (C): -0.059, atom 32 (C): -0.454, atom 33 (C): -0.014, atom 34 (C): -0.119, atom 35 (C): -0.190, atom 36 (C): -0.148, atom 37 (C): -0.467, atom 38 (C): -0.010, atom 39 (C): -0.040, atom 40 (N): -0.099, atom 41 (O): -0.041, atom 42 (H): 0.067, atom 43 (H): 0.088, atom 44 (H): 0.072, atom 45 (H): 0.076, atom 46 (H): 0.080, atom 47 (H): 0.059, atom 48 (H): 0.114, atom 49 (H): 0.105, atom 50 (H): 0.090, atom 51 (H): 0.111, atom 52 (H): 0.111, atom 53 (H): 0.118, atom 54 (H): 0.065, atom 55 (H): 0.069, atom 56 (H): 0.065, atom 57 (H): 0.068, atom 58 (H): 0.078, atom 59 (H): 0.082, atom 60 (H): 0.060, atom 61 (C): -0.022, atom 62 (C): -0.424, atom 63 (C): -0.036, atom 64 (C): -0.118, atom 65 (C): -0.177, atom 66 (C): -0.151, atom 67 (C): -0.428, atom 68 (C): -0.008, atom 69 (C): -0.013, atom 70 (N): -0.146, atom 71 (O): -0.010, atom 72 (H): 0.081, atom 73 (H): 0.056, atom 74 (H): 0.080, atom 75 (H): 0.068, atom 76 (H): 0.076, atom 77 (H): 0.083, atom 78 (H): 0.083, atom 79 (H): 0.111, atom 80 (H): 0.096, atom 81 (H): 0.087, atom 82 (H): 0.107, atom 83 (H): 0.103, atom 84 (H): 0.050, atom 85 (H): 0.074, atom 86 (H): 0.071, atom 87 (H): 0.075, atom 88 (H): 0.079, atom 89 (H): 0.054, atom 90 (H): 0.110, atom 91 (C): -0.026, atom 92 (C): -0.459, atom 93 (C): -0.038, atom 94 (C): -0.122, atom 95 (C): -0.182, atom 96 (C): -0.118, atom 97 (C): -0.431, atom 98 (C): -0.026, atom 99 (C): -0.032

***

# 2
Below is a structure of composition C15H15F6N5O7PS2, with properties calculated with ωB97M-V/def2-TZVPD.

Geometry (Å):
N  -0.469  -4.019  2.930
C  -0.353  -3.580  1.715
C  -0.339  -2.625  0.342
C  -0.648  -3.701  -0.901
C  0.120  -3.323  -2.298
O  1.213  -4.053  -2.608
C  1.187  -2.038  0.226
C  1.863  -1.555  1.639
N  2.823  -0.369  1.467
C  -1.522  -1.477  0.356
C  -1.302  -0.330  1.555
N  -0.986  0.532  2.483
C  -3.037  -2.108  0.683
C  -4.167  -2.381  -0.455
C  -5.703  -2.957  -0.199
C  -5.967  -3.237  1.430
C  -4.702  -2.919  2.405
N  -3.344  -2.381  2.117
P  -1.561  -0.432  -1.288
O  -0.282  0.752  -1.300
O  -3.047  0.519  -1.307
H  -1.788  -3.805  -1.144
H  -0.277  -4.749  -0.517
H  -0.199  -2.424  -3.005
H  1.318  -1.189  -0.603
H  1.867  -2.938  -0.165
H  1.112  -1.346  2.511
H  2.555  -2.453  2.013
H  3.784  -0.810  1.362
H  2.820  0.193  2.355
H  -3.868  -2.145  -1.581
H  -6.511  -3.114  -1.030
H  -7.018  -3.643  1.822
H  -4.906  -3.164  3.558
H  -0.610  1.662  -1.037
H  -2.787  1.463  -1.087
C  2.723  2.717  0.833
F  2.065  2.169  1.895
F  4.043  2.769  1.186
F  2.648  1.800  -0.179
S  2.070  4.348  0.343
O  2.257  5.188  1.529
O  0.671  4.091  -0.012
N  3.069  4.599  -0.862
S  2.801  5.982  -1.588
O  3.134  7.192  -0.831
O  1.570  6.075  -2.379
C  4.130  5.840  -2.829
F  3.982  4.741  -3.628
F  5.366  5.717  -2.257
F  4.202  6.915  -3.667

**HOMO-LUMO gap**: 7.57 eV
**Charge**: -1
**Total energy**: -84832.7427 eV
**HOMO level**: -6.8 eV
**LUMO level**: 0.786 eV

Partial charges, Löwdin, in e: atom 1 (N): 0.110, atom 2 (C): -0.095, atom 3 (C): -0.337, atom 4 (C): -0.110, atom 5 (C): -0.143, atom 6 (O): -0.094, atom 7 (C): -0.135, atom 8 (C): -0.255, atom 9 (N): -0.036, atom 10 (C): -0.392, atom 11 (C): -0.126, atom 12 (N): 0.121, atom 13 (C): -0.181, atom 14 (C): -0.026, atom 15 (C): -0.019, atom 16 (C): -0.047, atom 17 (C): -0.103, atom 18 (N): 0.047, atom 19 (P): 0.975, atom 20 (O): -0.304, atom 21 (O): -0.320, atom 22 (H): 0.111, atom 23 (H): 0.135, atom 24 (H): 0.116, atom 25 (H): 0.134, atom 26 (H): 0.133, atom 27 (H): 0.104, atom 28 (H): 0.120, atom 29 (H): 0.087, atom 30 (H): 0.073, atom 31 (H): 0.081, atom 32 (H): 0.086, atom 33 (H): 0.090, atom 34 (H): 0.109, atom 35 (H): 0.072, atom 36 (H): 0.071, atom 37 (C): -0.616, atom 38 (F): 0.071, atom 39 (F): 0.090, atom 40 (F): 0.070, atom 41 (S): 0.598, atom 42 (O): -0.301, atom 43 (O): -0.320, atom 44 (N): -0.298, atom 45 (S): 0.599, atom 46 (O): -0.304, atom 47 (O): -0.309, atom 48 (C): -0.611, atom 49 (F): 0.090, atom 50 (F): 0.091, atom 51 (F): 0.099